Computed, not measured: a structure of composition C16H27BF4FeN2O8PSe in a non-equilibrium geometry, with wB97M-V/def2-TZVPD.

Computed properties:
- Energy above the lowest of the compared OMol25 structures with the same formula, charge and spin: 164.6 kJ/mol
- Multiplicity: 6
- Total charge: -2
- Maximum force: 1.9 eV/A

Last column: Löwdin charge in e.
Atoms and positions in Å:
1 Fe -1.09194 0.32634 0.83568  0.441
2 N -2.72381 -0.99923 1.40875  -0.033
3 N -2.77570 -2.28020 0.81728  0.010
4 C -2.01236 -2.39924 -0.37502  -0.767
5 O -2.33174 -3.28616 -1.17497  -0.035
6 O -1.05817 -1.57492 -0.41267  -0.150
7 H -2.73100 -1.06069 2.41631  0.084
8 H -3.47971 -0.39911 1.09163  0.058
9 H -3.69449 -2.68979 0.73266  0.117
10 C 3.09815 4.28841 -3.33283  -0.117
11 O 1.80122 4.60823 -3.77104  -0.101
12 C 0.75874 3.98795 -3.12415  -0.301
13 C -0.51428 4.25279 -3.65605  -0.058
14 C -1.60754 3.64264 -3.08834  -0.059
15 C -1.49869 2.74996 -2.01646  -0.100
16 C -2.65108 2.03883 -1.48213  -0.362
17 C -4.04721 2.59420 -1.69853  0.004
18 O -2.53737 0.99269 -0.86233  0.022
19 C -0.20700 2.50768 -1.42787  -0.344
20 O -0.01553 1.78632 -0.40656  -0.119
21 C 0.90918 3.17016 -2.03639  0.043
22 H 3.78222 4.80726 -4.00379  0.080
23 H 3.28733 3.21190 -3.38723  0.092
24 H 3.27501 4.62768 -2.30714  0.090
25 H -0.60791 4.92451 -4.49947  0.094
26 H -2.58283 3.83105 -3.52225  0.101
27 H -4.03808 3.67008 -1.85752  0.070
28 H -4.63026 2.35348 -0.81049  0.073
29 H -4.51451 2.09932 -2.55296  0.088
30 H 1.87709 2.97432 -1.59368  0.100
31 C 3.59778 -1.97215 3.98643  -0.090
32 C 2.14628 -2.17539 3.58138  -0.359
33 O 2.09278 -2.75185 2.28636  -0.333
34 P 0.78040 -2.32015 1.29135  0.904
35 O 1.28059 -3.34177 0.11803  -0.313
36 C 0.62188 -4.58770 -0.03308  -0.320
37 C 1.57911 -5.72342 0.30248  -0.089
38 O 1.30931 -0.90239 0.69970  -0.420
39 C 2.40171 -0.72317 -0.19336  -0.275
40 C 3.40269 0.22886 0.43720  -0.067
41 H 3.65505 -1.56362 4.99733  0.067
42 H 4.07284 -1.27374 3.29800  0.051
43 H 4.13918 -2.91933 3.94581  0.065
44 H 1.61703 -1.21866 3.60062  0.013
45 H 1.65814 -2.85117 4.29649  0.106
46 H 0.27752 -4.66120 -1.06510  0.113
47 H -0.26683 -4.63805 0.60347  0.105
48 H 2.45146 -5.67605 -0.35150  0.067
49 H 1.08412 -6.68707 0.16367  0.064
50 H 1.91854 -5.62915 1.33468  0.065
51 H 1.99361 -0.29043 -1.10975  0.118
52 H 2.85728 -1.68741 -0.42397  0.104
53 H 2.90386 1.17192 0.66422  0.074
54 H 4.24587 0.41122 -0.23358  0.066
55 H 3.77463 -0.19338 1.37066  0.051
56 Se -0.19760 0.74972 2.85179  0.159
57 F -3.18249 1.35660 1.64054  0.017
58 B -4.57523 1.30194 1.94420  -1.256
59 F -5.10240 2.59845 1.97072  0.102
60 F -5.22467 0.54790 0.94187  0.089
61 F -4.75015 0.66420 3.18091  0.102

=====

Computed, not measured: a cluster of 2 separate species, C21H37BF4I2N2O7PS in total in a non-equilibrium geometry, with wB97M-V/def2-TZVPD.

Computed properties:
- Total charge: +1
- E_tot: -3217.589501 Ha
- Maximum force: 3.9 eV/A

Last column: Löwdin charge in e.
Atoms and positions in Å:
1 C -0.38138 1.29753 5.24486  -0.110
2 C 0.88343 1.25721 4.39461  -0.240
3 C 0.75821 1.63654 2.91134  -0.163
4 C 0.30086 0.55548 1.89403  -0.395
5 P 0.83229 -1.22860 2.31285  0.921
6 O 0.23468 -1.61504 3.76661  -0.230
7 O 2.44238 -1.06764 2.41391  -0.215
8 O 1.24797 0.77940 0.77427  -0.183
9 C 0.74328 1.42795 -0.38643  -0.335
10 C 1.74087 2.57316 -0.69627  -0.100
11 C 1.54898 4.08010 -0.44855  -0.034
12 C 1.87302 4.62240 0.91905  -0.610
13 F 0.89490 4.48944 1.82758  0.146
14 F 2.07331 5.95259 0.78292  0.140
15 F 2.99927 4.11191 1.41746  0.169
16 C 1.02987 0.31990 -1.49657  -0.532
17 I 3.16481 -0.19476 -1.50735  1.082
18 C 0.37207 -1.05142 -1.37220  -0.343
19 C 0.73834 -1.97894 -2.56314  -0.139
20 N -0.74433 1.70035 -0.05200  0.030
21 O -0.74799 2.92618 0.62140  0.078
22 B -1.57228 4.03103 0.31118  -0.840
23 O -1.97102 4.72488 1.39676  0.233
24 O -1.96060 4.48278 -0.91403  0.213
25 C -1.53969 1.55412 -1.28795  -0.278
26 F -0.97978 2.29888 -2.27833  0.100
27 C -3.05033 1.75739 -1.17244  -0.145
28 C -3.81170 0.76712 -2.06409  -0.066
29 C -1.04226 0.70924 1.09558  -0.437
30 S -2.20909 1.36880 2.38771  0.985
31 C -1.78971 -0.60710 0.75845  -0.221
32 C -2.85056 -1.16143 1.73377  -0.833
33 O -2.59384 -1.86835 2.69267  0.003
34 I -4.95950 -0.83310 1.27723  0.918
35 H -0.76223 2.30686 5.34427  0.080
36 H -1.16362 0.61067 4.93749  0.037
37 H -0.10035 0.99702 6.25049  0.084
38 H 1.45813 0.35387 4.55952  0.095
39 H 1.51638 2.03664 4.81236  0.119
40 H 1.76624 1.88286 2.60409  0.122
41 H 0.22029 2.57321 2.85634  0.080
42 H -0.45455 -1.02556 4.09563  0.035
43 H 2.78690 -1.82947 1.94282  0.052
44 H 1.97629 2.51372 -1.74812  0.099
45 H 2.63335 2.34062 -0.14118  0.094
46 H 0.65748 4.54184 -0.84793  0.112
47 H 2.32058 4.55350 -1.04896  0.146
48 H 0.83405 0.72846 -2.48218  0.087
49 H -0.71276 -1.08540 -1.36766  0.076
50 H 0.71816 -1.56700 -0.48647  0.059
51 H 1.43698 -2.75409 -2.28681  0.054
52 H 1.06356 -1.41819 -3.42969  0.065
53 H -0.15567 -2.49896 -2.89587  0.074
54 H -2.76187 5.22457 1.17526  0.140
55 H -1.28861 4.43272 -1.59890  0.113
56 H -1.47445 0.53978 -1.65120  0.122
57 H -3.37167 1.70381 -0.13536  0.082
58 H -3.27042 2.74796 -1.54566  0.115
59 H -4.33957 0.01412 -1.49279  0.004
60 H -3.17990 0.33457 -2.83297  0.091
61 H -4.57373 1.31910 -2.59906  0.087
62 H -1.77154 2.59832 2.69770  -0.064
63 H -2.31906 -0.58397 -0.18842  0.079
64 H -1.11367 -1.44615 0.65339  0.074
65 C 2.94771 -6.39849 -2.30213  -0.109
66 C 1.47507 -6.75344 -2.47799  -0.264
67 C 1.06997 -6.91692 -3.94645  -0.191
68 C 1.17412 -5.66379 -4.69133  -0.237
69 N 1.25833 -4.68121 -5.27794  0.146
70 H 3.18205 -5.43256 -2.75345  0.068
71 H 3.19997 -6.34064 -1.24322  0.071
72 H 3.58997 -7.15282 -2.75845  0.079
73 H 0.85581 -5.98755 -2.00596  0.104
74 H 1.26973 -7.69060 -1.95886  0.109
75 H 0.03882 -7.26908 -4.00340  0.119
76 H 1.68924 -7.67638 -4.42587  0.123

=====

Computed, not measured: a structure of composition C29H20IN3O8RuS2 in a non-equilibrium geometry, with wB97M-V/def2-TZVPD.

Computed properties:
- Energy above the lowest of the compared OMol25 structures with the same formula, charge and spin: 275.4 kJ/mol
- Multiplicity: 2
- Total charge: -1
- Maximum force: 4.3 eV/A

Last column: Löwdin charge in e.
Atoms and positions in Å:
1 Ru 0.22120 -0.08310 -0.16820  1.229
2 O -4.11530 -1.88770 2.96750  0.045
3 C -3.05360 -2.48350 3.54450  -0.267
4 C -3.27840 -3.41580 4.55340  -0.026
5 C -2.21960 -4.03460 5.19180  -0.096
6 C -0.91280 -3.73100 4.83900  -0.101
7 C -0.67340 -2.84350 3.81240  -0.014
8 C -1.72900 -2.22390 3.14300  -0.072
9 C -1.41670 -1.41530 1.95900  -0.417
10 O -0.29110 -1.57380 1.39660  -0.089
11 N -2.37690 -0.60970 1.50450  0.037
12 N -2.08130 0.06110 0.41330  -0.046
13 C -2.56680 1.24560 0.10610  -0.061
14 C -1.95520 1.92690 -0.95970  -0.259
15 C -2.33550 3.23670 -1.32940  -0.021
16 C -1.64310 3.89050 -2.30830  -0.054
17 C -0.56730 3.23630 -2.93290  -0.037
18 C -0.24450 1.96230 -2.52580  -0.131
19 N -0.91170 1.29950 -1.58950  0.053
20 H -3.75930 -1.22530 2.32540  0.063
21 H -4.29850 -3.65660 4.81260  0.109
22 H -2.41270 -4.76180 5.96670  0.095
23 H -0.08230 -4.20980 5.33600  0.094
24 H 0.32980 -2.60940 3.48820  0.121
25 H -3.29180 1.74040 0.74630  0.138
26 H -3.15250 3.70280 -0.79870  0.120
27 H -1.89740 4.90150 -2.59220  0.108
28 H 0.01010 3.71920 -3.70640  0.103
29 H 0.57670 1.42400 -2.98800  0.100
30 O 1.71430 1.88280 -0.26840  -0.503
31 S 2.55970 1.37740 0.80440  0.327
32 O 3.95850 1.30510 0.39340  -0.410
33 O 2.11850 0.10110 1.36460  -0.447
34 C 2.51840 2.53920 2.17820  -0.220
35 C 3.68460 2.74960 2.89640  -0.053
36 C 3.65740 3.54260 4.03220  -0.082
37 C 2.46600 4.12570 4.44280  -0.079
38 C 1.31150 3.93540 3.69880  -0.050
39 C 1.34240 3.13440 2.57080  -0.217
40 S -0.17080 2.83760 1.63550  0.480
41 O -0.08910 3.64100 0.44110  -0.295
42 O -1.26050 3.23180 2.50710  -0.321
43 O -0.14650 1.37790 1.44760  -0.442
44 H 4.58860 2.27290 2.54490  0.109
45 H 4.56620 3.70280 4.59490  0.097
46 H 2.43660 4.72070 5.34530  0.098
47 H 0.36810 4.37880 3.97640  0.108
48 I 2.69450 -0.53880 -1.52910  1.322
49 C 1.58840 -1.58570 -3.06910  -0.535
50 C 2.18880 -1.88710 -4.26820  -0.163
51 C 1.49160 -2.61050 -5.24170  -0.101
52 C 0.22170 -3.04250 -4.97590  -0.052
53 C -0.41350 -2.75360 -3.75040  -0.181
54 C -1.70040 -3.25820 -3.47520  -0.059
55 C -2.26380 -3.03580 -2.25180  -0.082
56 C -1.61340 -2.23250 -1.30640  -0.114
57 C -0.39820 -1.61920 -1.54140  -0.172
58 C 0.25760 -1.96080 -2.76680  -0.243
59 H 3.20530 -1.57070 -4.43490  0.084
60 H 1.97280 -2.83750 -6.18360  0.097
61 H -0.31840 -3.63040 -5.70310  0.104
62 H -2.21530 -3.83550 -4.23070  0.102
63 H -3.23290 -3.44760 -2.00840  0.100
64 H -2.12310 -2.10400 -0.36610  0.070